a | DFT (ωB97M-V with the def2-TZVPD basis set) results for 2 unconnected molecules or ions with the total composition C3H10NO.

## Properties
* gap between HOMO and LUMO: 11.286 eV

```
! wB97M-V def2-TZVPD RIJCOSX def2/J DEFGRID3
* xyz 1 1
C 0.18925 0.71632 1.20288
C -0.32816 0.81765 -0.18211
C -0.97704 1.82260 -0.73515
N 0.19356 -0.21819 -1.14990
H 1.20653 1.11872 1.27504
H -0.42369 1.23066 1.93553
H 0.32369 -0.30580 1.55823
H -1.11659 1.88909 -1.80625
H -1.39657 2.65675 -0.19501
H 0.81377 0.24768 -1.78881
H -0.55819 -0.62959 -1.69543
H 0.72061 -0.94941 -0.67243
H -0.06500 -2.71982 1.39646
H 0.96140 -3.21474 0.25702
O 0.45644 -2.46192 0.59991
*
```


b | DFT (ωB97M-V with the def2-TZVPD basis set) results for 2 unconnected molecules or ions with the total composition C3H10NO.

## Properties
* gap between HOMO and LUMO: 9.255 eV

```
! wB97M-V def2-TZVPD RIJCOSX def2/J DEFGRID3
* xyz 1 1
C 2.16942 0.41593 0.20022
C 0.03988 -0.83156 -0.28848
C -2.27977 -0.34986 0.20952
N 0.66189 0.44855 -0.07687
O -2.46388 0.92148 0.11764
H 2.69411 -0.17133 -0.64342
H 2.70831 1.29983 0.12438
H 2.38845 -0.02772 1.17842
H 0.00497 -1.51691 -1.19981
H 0.46021 -1.52744 0.57569
H -2.37539 -1.20555 -0.47147
H -2.18882 -0.75230 1.26633
H 0.13622 0.95216 0.65107
H 0.68858 0.96513 -1.00457
H -2.64417 1.37958 -0.63866
*
```


On energetic grounds, a is preferred over the next structure by 4.014 eV.


a | DFT (ωB97M-V with the def2-TZVPD basis set) results for 2 unconnected molecules or ions with the total composition C3H10NO.

## Properties
* gap between HOMO and LUMO: 10.157 eV

```
! wB97M-V def2-TZVPD RIJCOSX def2/J DEFGRID3
* xyz 1 1
C -2.28843 0.66008 -0.56217
N -1.26639 -0.28189 0.08172
H -2.41397 0.16878 -1.56134
H -1.81996 1.64007 -0.57137
H -3.21345 0.68289 0.02184
H -1.51097 -1.21007 -0.24396
H -0.31368 -0.05544 -0.34729
H -1.13251 -0.28359 1.09575
C 2.52068 -0.63518 0.87175
C 1.71951 0.27519 0.37600
O 1.15447 0.22492 -0.94404
H 2.45231 -1.66821 0.57184
H 3.14839 -0.20824 1.68160
H 1.25309 1.12778 0.91242
H 1.71091 -0.43710 -1.38273
*
```


b | DFT (ωB97M-V with the def2-TZVPD basis set) results for 2 unconnected molecules or ions with the total composition C3H10NO.

## Properties
* gap between HOMO and LUMO: 10.532 eV

```
! wB97M-V def2-TZVPD RIJCOSX def2/J DEFGRID3
* xyz 1 1
C -0.65517 -1.34341 1.89490
O -0.80794 0.04281 1.51437
H -1.26557 -1.92629 1.20096
H -1.04126 -1.52206 2.89154
H 0.37878 -1.65603 1.80178
H -0.89551 0.56157 2.32261
C -0.31750 0.97707 -1.97650
C 1.63467 0.37984 -0.71635
N 0.37138 0.41519 -0.80867
H -1.01642 0.24279 -2.38080
H -0.89342 1.82920 -1.62586
H 0.40989 1.24904 -2.73238
H 2.20777 0.40831 -1.63540
H 2.10690 0.22349 0.24081
H -0.21661 0.11848 0.00902
*
```


On energetic grounds, b is preferred over the next structure by 0.504 eV.


a | DFT (ωB97M-V with the def2-TZVPD basis set) results for 2 unconnected molecules or ions with the total composition C3H10NO.

## Properties
* gap between HOMO and LUMO: 9.259 eV

```
! wB97M-V def2-TZVPD RIJCOSX def2/J DEFGRID3
* xyz 1 1
C -1.54474 0.55698 -1.64923
N -1.15515 -0.62303 -0.81614
H -0.56081 1.30682 -1.75486
H -2.23216 1.14189 -0.99711
H -2.10078 0.22709 -2.65640
H -0.57561 -1.32913 -1.23578
H -0.63425 -0.27380 -0.05851
H -1.94620 -1.08340 -0.28120
C 1.26763 0.80551 1.91372
C 1.70955 -0.01458 0.89060
O 1.09233 -1.26035 0.94533
H 0.44946 0.57704 2.60222
H 2.02709 1.57357 2.20557
H 2.41380 0.31957 0.11385
H 1.78984 -1.92419 0.77794
*
```


b | DFT (ωB97M-V with the def2-TZVPD basis set) results for 2 unconnected molecules or ions with the total composition C3H10NO.

## Properties
* gap between HOMO and LUMO: 10.448 eV

```
! wB97M-V def2-TZVPD RIJCOSX def2/J DEFGRID3
* xyz 1 1
C 2.10475 -0.64499 0.26125
N 1.18124 0.29699 0.97811
H 1.69658 -0.30610 -0.77291
H 1.88084 -1.72097 0.49706
H 3.13651 -0.30983 0.38899
H 1.32523 1.21110 0.46351
H 0.09641 0.09034 1.12938
H 1.44957 0.32668 2.06700
C -2.24736 0.04596 -1.49029
C -1.52132 0.57451 -0.52929
O -1.33013 -0.05566 0.79999
H -2.53166 -0.98869 -1.59793
H -2.26959 0.68229 -2.37482
H -0.84697 1.41685 -0.66400
H -2.12410 -0.61847 0.84396
*
```


On energetic grounds, b is preferred over the next structure by 0.198 eV.


a | DFT (ωB97M-V with the def2-TZVPD basis set) results for 2 unconnected molecules or ions with the total composition C3H10NO.

## Properties
* gap between HOMO and LUMO: 11.581 eV

```
! wB97M-V def2-TZVPD RIJCOSX def2/J DEFGRID3
* xyz 1 1
C 0.79858 1.80660 -0.88514
C -0.09164 1.01596 0.05346
C 0.86334 -1.04884 -0.77941
N -0.04100 -0.44083 -0.10074
H 0.58908 1.60456 -1.94161
H 1.85903 1.64952 -0.68364
H 0.50000 2.85399 -0.79737
H -1.16604 1.20971 -0.03783
H 0.19770 1.31270 1.06497
H 1.74581 -0.49388 -1.08078
H 0.86274 -2.13186 -0.68882
H -0.78098 -1.10643 0.17054
H -2.45550 -2.21967 1.52475
H -1.34241 -2.06782 2.55986
O -1.53872 -1.94372 1.62175
*
```


b | DFT (ωB97M-V with the def2-TZVPD basis set) results for a gas-phase ion, C3H10NO (charge +1).

## Properties
* gap between HOMO and LUMO: 12.197 eV

```
! wB97M-V def2-TZVPD RIJCOSX def2/J DEFGRID3
* xyz 1 1
C 1.75391 -0.97739 -0.48153
N 0.72462 0.05359 -0.06734
C -0.60225 -0.39938 0.54536
C -1.53735 0.76903 0.55543
O -1.36270 1.64705 -0.63237
H 1.31186 -1.45690 -1.36522
H 2.68071 -0.48732 -0.87516
H 1.97295 -1.66948 0.31453
H 0.48862 0.68316 -0.84475
H 1.19495 0.57195 0.67670
H -0.22336 -0.61182 1.57229
H -0.92241 -1.33532 0.11715
H -2.49981 0.30567 0.78221
H -1.23560 1.64914 1.13616
H -1.74415 1.25802 -1.43347
*
```


On energetic grounds, a is preferred over the next structure by 0.537 eV.


a | DFT (ωB97M-V with the def2-TZVPD basis set) results for 3 unconnected molecules or ions with the total composition C6H18O3.

## Properties
* gap between HOMO and LUMO: 11.015 eV

```
! wB97M-V def2-TZVPD RIJCOSX def2/J DEFGRID3
* xyz 0 1
C 2.19939 -0.55455 0.47043
C 1.25855 -0.50059 -0.73142
C 0.15435 0.59102 -0.46205
C 0.67529 1.94576 -0.95338
C -1.15821 0.21865 -1.11526
C -1.98172 -0.79518 -0.29243
O -1.57814 -2.13041 -0.63666
H 3.10460 -1.14540 0.33695
H 1.68570 -0.90846 1.35981
H 2.60485 0.45383 0.60569
H 1.79934 -0.11281 -1.59010
H 0.72174 -1.42763 -0.93190
H 0.04555 0.63025 0.61748
H 0.00601 2.78740 -0.83290
H 1.09052 1.84901 -1.96031
H 1.58925 2.20345 -0.40340
H -1.01093 -0.30544 -2.06169
H -1.86830 1.00174 -1.38369
H -1.78004 -0.64585 0.77348
H -3.05323 -0.63650 -0.43958
H -2.35575 -2.69244 -0.69677
O 0.39512 3.42116 1.71910
H -0.55125 3.56598 1.82334
H 0.47174 2.47530 1.89312
O -0.70781 -2.96286 2.01099
H -1.43331 -3.53554 1.74014
H -0.32333 -2.78990 1.14100
*
```


b | DFT (ωB97M-V with the def2-TZVPD basis set) results for 3 unconnected molecules or ions with the total composition C6H18O3.

## Properties
* gap between HOMO and LUMO: 10.657 eV

```
! wB97M-V def2-TZVPD RIJCOSX def2/J DEFGRID3
* xyz 0 1
C -2.07633 -0.27290 -1.15776
C -0.62553 -0.51933 -0.76079
C 0.06194 0.19259 -2.01228
C -0.34056 -0.05873 0.66713
C 1.07481 -0.44851 1.13285
C 2.15924 0.41009 0.48062
O 3.29481 -0.28472 -0.05163
H -2.80994 -0.43852 -0.34240
H -2.39633 -0.84802 -2.02643
H -2.36018 0.75908 -1.43668
H -0.54531 -1.60243 -0.87113
H 1.14838 0.20332 -1.95182
H -0.14267 1.25810 -1.91382
H -0.35544 -0.13376 -2.96219
H -1.16135 -0.44967 1.34313
H -0.59848 0.99713 0.69436
H 1.30687 -0.68049 2.17299
H 1.26736 -1.45306 0.65797
H 1.77753 0.91992 -0.38566
H 2.71929 1.18527 1.04838
H 3.23874 -1.24142 -0.01095
O -2.46914 -2.32997 1.48406
H -1.70292 -1.72284 1.40474
H -2.81668 -2.11701 0.59883
O 0.83321 2.87544 1.03989
H 0.81034 3.68672 1.56312
H 0.70832 2.11373 1.59549
*
```


On energetic grounds, a is preferred over the next structure by 1.127 eV.


a | DFT (ωB97M-V with the def2-TZVPD basis set) results for 4 unconnected molecules or ions with the total composition C6H18O3.

## Properties
* gap between HOMO and LUMO: 8.901 eV

```
! wB97M-V def2-TZVPD RIJCOSX def2/J DEFGRID3
* xyz 0 1
C 2.10795 0.95442 -1.63134
C 0.98690 1.61934 -0.92268
C -0.04819 0.95851 -0.39626
C -0.02513 -0.54391 -0.35184
C -1.27331 1.58646 0.26943
C -1.94557 2.70518 -0.51253
H 2.82859 1.59412 -2.14956
H 1.91928 0.20972 -2.39875
H 2.72809 0.41973 -0.89570
H 1.04347 2.68266 -0.68817
H 0.94731 -1.04793 -0.20539
H -0.45392 -1.19376 0.41408
H -0.26596 -0.85106 -1.37904
H -1.97286 0.80234 0.53309
H -0.80052 1.99394 1.16475
H -1.19676 3.35661 -0.96882
H -2.57704 2.32125 -1.30966
H -2.43432 3.41252 0.15791
O 1.20545 -1.71461 2.80073
H 0.76295 -2.56564 2.70055
H 1.22283 -1.36673 1.90280
O -3.15408 -2.36824 1.84189
H -3.02398 -1.52795 2.29433
H -3.45721 -2.09438 0.96972
O 2.06289 -2.80726 -0.47223
H 2.06197 -3.38711 0.29672
H 2.75118 -3.14823 -1.06401
*
```


b | DFT (ωB97M-V with the def2-TZVPD basis set) results for 3 unconnected molecules or ions with the total composition C6H18O3.

## Properties
* gap between HOMO and LUMO: 10.307 eV

```
! wB97M-V def2-TZVPD RIJCOSX def2/J DEFGRID3
* xyz 0 1
C -23.07210 16.19095 11.89747
C -23.57249 15.49690 10.58205
O -23.14023 14.10199 10.64730
H -22.00800 16.12513 12.12429
H -23.50849 15.79067 12.81259
H -23.26967 17.26229 11.93365
H -23.29077 15.96542 9.63905
H -24.64269 15.68141 10.67544
H -23.58309 13.65951 9.91951
C -23.04953 13.45616 15.04769
C -22.52922 14.33773 14.00698
O -22.73274 13.69376 12.77594
H -22.63593 12.46470 14.86318
H -24.11953 13.24860 15.03691
H -22.79075 13.66654 16.08540
H -21.45244 14.39234 14.16712
H -23.05468 15.29204 13.97131
H -22.69975 14.34587 12.07219
C -21.64914 11.40995 17.29774
C -22.08825 11.63775 18.66535
O -22.36100 10.38880 19.27309
H -21.70320 12.33234 16.71950
H -22.15534 10.53247 16.89537
H -20.61073 11.10392 17.17068
H -22.95757 12.27768 18.81655
H -21.33569 12.18370 19.23429
H -21.51197 9.95378 19.38041
*
```


On energetic grounds, a is preferred over the next structure by 1.853 eV.